Here is a 2-piece molecular cluster, C6H13N2OP overall in a non-equilibrium geometry from the OMol25 dataset. Energies are from wB97M-V/def2-TZVPD.

Summary:
Electronic energy = -20745.4962 eV
F_max = 0.0763 Eh/bohr
Multiplicity = 1

CARTESIAN COORDINATES (ANGSTROEM)
C 0.09 1.51 -0.44
C 1.49 2.14 -0.38
C 0.46 0.05 -0.34
C 0.36 -1.00 -2.54
C 0.09 -1.13 2.97
C -2.22 -0.73 -0.18
N 2.41 1.02 -0.25
N 1.82 -0.07 -0.22
O -0.76 -0.74 1.91
P -0.55 -1.32 0.36
H -0.52 1.80 0.41
H -0.45 1.76 -1.36
H 1.77 2.70 -1.28
H 1.64 2.80 0.48
H 1.08 -0.36 -3.02
H -0.67 -0.87 -2.80
H 0.69 -1.98 -2.27
H -0.46 -1.78 3.65
H 0.41 -0.23 3.50
H 0.97 -1.67 2.61
H -2.97 -1.40 0.25
H -2.30 -0.77 -1.26
H -2.39 0.28 0.19

Results of the natural (NBO) charge analysis, in e, for atoms 1 through 8: atom 1 (C): -0.53, atom 2 (C): -0.31, atom 3 (C): -0.13, atom 4 (C): -0.51, atom 5 (C): -0.24, atom 6 (C): -0.95, atom 7 (N): -0.12, atom 8 (N): -0.21